(1)
2 unconnected molecules or ions with the total composition C9H14N4 in a non-equilibrium geometry. Source: the Open Molecules 2025 dataset; level of theory: ωB97M-V/def2-TZVPD.

Structure (ORCA input):
```
! RIJCOSX wB97M-V def2-TZVPD def2/J DEFGRID3
* xyz 0 1
H -0.77874 -4.08007 0.02390
H 0.99306 -1.59869 4.37158
C 0.81798 -2.67941 -0.13343
H -2.69857 4.53828 -1.60063
N 1.81037 -0.37469 2.58700
H 2.55097 0.28248 2.94396
C -1.23260 0.37055 -2.57797
C -0.63088 2.24347 -0.84215
N -0.95325 3.53983 -0.57557
C 1.13160 -1.92259 1.11217
H -0.66146 -0.40343 -2.12253
H 0.36025 -5.02474 -0.67674
H 0.51269 -4.47939 1.01415
C -1.85822 3.89969 -1.66660
C 1.17850 -1.45573 3.21007
H -1.01727 0.30659 -3.70825
H -2.26922 -0.07545 -2.50206
H 2.05911 0.23420 0.72061
C -1.12908 1.78299 -2.01758
N 0.80898 -2.40054 2.38064
N -1.88841 2.76252 -2.50780
C 0.26459 -4.12911 0.00064
H 0.02232 1.59517 -0.23749
C 1.71654 -0.66432 1.20928
H 0.07065 -2.00108 -0.55032
H 1.71636 -2.67444 -0.80211
H -0.85452 4.01763 0.16949
*
```

Output
Structure (SMILES): CCc1c[nH]cn1.Cc1c[nH]cn1
ΔE to the lowest compared entry with this formula, charge and spin in kJ/mol: 267.6
E in Ha: -570.2616
Gap between HOMO and LUMO in eV: 9.14



(2)
2 unconnected molecules or ions with the total composition CH2FN in a non-equilibrium geometry. Source: the Open Molecules 2025 dataset; level of theory: ωB97M-V/def2-TZVPD.

Structure (ORCA input):
```
! RIJCOSX wB97M-V def2-TZVPD def2/J DEFGRID3
* xyz 0 1
H -1.60039 0.95480 0.02467
H -0.66454 -1.08545 -0.03659
N 0.74162 0.52283 0.02601
F 1.86573 -0.33294 -0.03214
C -0.34241 -0.05924 0.01805
*
```

Output
ΔE to the lowest compared entry with this formula, charge and spin in kJ/mol: 380.0
E in Ha: -193.7544
Gap between HOMO and LUMO in eV: 11.29



(3)
A single C4H13N3 molecule in a non-equilibrium geometry. Source: the Open Molecules 2025 dataset; level of theory: ωB97M-V/def2-TZVPD.

Structure (ORCA input):
```
! RIJCOSX wB97M-V def2-TZVPD def2/J DEFGRID3
* xyz 0 1
H 2.49096 -1.31149 0.29776
H -0.91221 2.05861 -1.39324
H -0.80367 -0.77796 -0.33221
C -0.88497 1.11466 0.72552
N 0.92964 -2.49456 -0.60061
H 0.46222 2.51598 -0.36870
H 0.12058 -0.64078 1.30702
H -2.45916 0.06711 1.52968
H -0.52939 1.34693 1.72366
H -2.80763 1.53872 1.37368
C -0.57719 2.12740 -0.35746
H -1.08033 3.08777 -0.02005
H 0.62524 -2.67250 -1.56028
N -2.32332 0.82113 0.84314
N 1.12316 -0.00730 -0.44034
H 1.73268 0.52969 0.16623
H 1.47698 -3.34762 -0.50477
C -0.15462 -0.19543 0.31950
H 2.43639 -1.36867 -1.45688
C 1.80511 -1.34468 -0.55586
*
```

Output
Structure (SMILES): C[C@@H](N)CNCN
ΔE to the lowest compared entry with this formula, charge and spin in kJ/mol: 164.1
E in Ha: -324.4124
Gap between HOMO and LUMO in eV: 9.68